## one
Entry from the Open Molecules 2025 dataset: an isolated molecule of C6H4F5N (ωB97M-V/def2-TZVPD).

Output
**Frontier orbital gap**: 9.37 eV
**SMILES**: F/C=C/N=C\C=C(\F)C(F)(F)F
**LUMO energy**: 0.282 eV

Structure (ORCA input):
```
! RIJCOSX wB97M-V def2-TZVPD def2/J DEFGRID3
* xyz 0 1
F -0.728 2.921 -0.392
C 0.042 1.790 -0.178
C 0.382 1.148 -1.309
N 0.895 -0.067 -1.579
C 0.434 -1.178 -1.300
C -0.871 -1.236 -0.511
C -0.802 -0.533 0.645
F -1.841 -0.100 1.341
C 0.421 -0.645 1.589
F 1.607 -0.702 1.006
F 0.443 0.344 2.494
F 0.364 -1.859 2.316
H 0.550 1.890 0.779
H -0.017 1.574 -2.350
H 0.956 -2.037 -1.511
H -1.835 -1.312 -1.041
*
```

***

## two
Entry from the Open Molecules 2025 dataset: an isolated molecule of C6H4F5N (ωB97M-V/def2-TZVPD).

Output
**Frontier orbital gap**: 9.47 eV
**SMILES**: F/C=C/N=C\C=C(\F)C(F)(F)F
**LUMO energy**: 0.268 eV

Structure (ORCA input):
```
! RIJCOSX wB97M-V def2-TZVPD def2/J DEFGRID3
* xyz 0 1
F -0.465 3.144 0.104
C -0.118 1.919 -0.341
C -0.971 0.911 -0.389
N -0.756 -0.385 -0.808
C -0.019 -1.304 -0.339
C 0.776 -0.875 0.764
C 1.744 0.049 0.735
F 2.286 0.415 1.906
C 2.804 0.096 -0.435
F 2.189 0.034 -1.595
F 3.519 1.197 -0.354
F 3.684 -0.979 -0.381
H 0.948 1.823 -0.517
H -2.084 1.043 -0.317
H -0.138 -2.399 -0.772
H 0.416 -1.028 1.792
*
```

***

Energy relative to the most stable one, in kJ/mol: one 37.3; two 0.0